Below is 9 unconnected molecules or ions with the total composition C27H42F18N6O15 in a non-equilibrium geometry, with properties calculated with the ωB97M-V functional and the def2-TZVPD basis.

Computed properties:
electronic energy	-4308.900386	Ha
gap between HOMO and LUMO	9.94	eV
max |F|	4.31	eV Å⁻¹

```
108
C27H42F18N6O15, DFT the ωB97M-V functional and the def2-TZVPD basis
C 18.125 8.192 13.023
C 19.681 8.287 13.157
O 20.034 8.909 14.464
C 20.735 8.136 15.328
O 20.928 6.964 15.108
C 21.128 8.929 16.616
F 20.360 9.943 16.886
F 21.195 8.043 17.586
F 22.360 9.412 16.465
H 17.832 7.364 13.674
H 18.065 7.782 11.979
H 17.486 9.087 13.175
H 19.990 8.930 12.354
H 20.166 7.268 12.960
C 18.982 12.154 9.597
C 17.992 11.253 8.855
O 18.296 9.859 9.071
C 18.988 9.244 8.158
O 19.333 9.520 7.043
C 19.150 7.780 8.674
F 18.130 6.999 8.443
F 20.185 7.263 8.082
F 19.339 7.736 10.050
H 19.115 11.680 10.546
H 18.540 13.088 9.796
H 19.865 12.205 9.027
H 18.082 11.396 7.788
H 16.945 11.417 9.141
C 8.625 14.549 16.156
C 9.217 14.249 14.760
O 9.567 12.831 14.758
C 10.196 12.374 13.730
O 10.500 12.942 12.734
C 10.533 10.914 13.844
F 11.621 10.721 13.207
F 10.717 10.463 15.086
F 9.546 10.089 13.266
H 7.996 13.772 16.628
H 8.101 15.526 16.182
H 9.479 14.700 16.831
H 10.108 14.682 14.564
H 8.501 14.304 13.943
C 17.311 18.815 12.209
C 16.659 17.398 12.195
O 17.610 16.364 12.460
C 17.165 15.250 13.075
O 16.030 14.850 13.226
C 18.349 14.379 13.419
F 19.486 15.091 13.657
F 18.043 13.603 14.466
F 18.581 13.553 12.355
H 18.229 18.953 11.632
H 17.519 19.201 13.142
H 16.609 19.489 11.738
H 16.263 17.215 11.216
H 15.869 17.318 12.980
C 11.380 15.195 9.463
C 12.544 14.612 10.261
O 13.704 14.443 9.467
C 14.433 15.486 9.290
O 14.079 16.601 9.651
C 15.782 15.142 8.751
F 16.473 16.186 8.334
F 16.461 14.625 9.812
F 15.733 14.266 7.774
H 10.450 15.001 10.004
H 11.283 14.652 8.504
H 11.518 16.304 9.291
H 12.320 13.607 10.598
H 12.757 15.181 11.168
C 14.884 9.679 16.665
C 15.677 10.725 16.004
O 15.697 10.475 14.559
C 14.911 11.258 13.822
O 14.183 12.078 14.291
C 15.212 11.104 12.356
F 16.257 11.896 12.146
F 15.546 9.891 12.004
F 14.231 11.485 11.562
H 14.936 8.691 16.197
H 13.817 10.032 16.651
H 15.080 9.664 17.697
H 16.732 10.667 16.260
H 15.232 11.710 16.127
N 11.034 7.272 11.136
C 12.353 7.103 11.236
N 12.844 5.979 10.657
O 13.106 7.807 11.814
H 10.761 8.236 11.346
H 10.423 6.647 10.648
H 13.813 5.786 10.966
H 12.176 5.199 10.574
N 12.796 15.275 14.883
C 12.451 14.998 16.201
N 12.678 13.636 16.456
O 12.004 15.744 17.018
H 13.091 16.215 14.604
H 13.381 14.595 14.463
H 12.461 13.439 17.415
H 13.109 12.995 15.779
N 15.502 8.652 9.450
C 14.903 9.584 8.707
N 13.748 10.049 9.155
O 15.422 10.074 7.761
H 16.272 8.251 8.920
H 14.745 8.090 9.803
H 13.136 10.690 8.698
H 13.300 9.520 9.902
```

=====

Below is a molecular structure, C27H75BFIO14P2SSb in a non-equilibrium geometry, with properties calculated with the ωB97M-V functional and the def2-TZVPD basis.

Computed properties:
electronic energy	-3870.567549	Ha
gap between HOMO and LUMO	5.58	eV
net charge	-1
max |F|	2.32	eV Å⁻¹

```
123
C27H75BFIO14P2SSb, DFT the ωB97M-V functional and the def2-TZVPD basis
C 1.060 0.288 -2.731
C 1.192 -0.962 -2.216
Sb -0.470 -2.410 -1.881
C 0.326 -3.132 0.063
C 1.753 -2.798 0.433
F 2.715 -3.381 -0.417
C -1.790 -0.890 -0.952
C -1.177 0.317 -0.255
O -0.037 0.007 0.580
C 0.770 1.091 0.687
O 0.277 2.199 0.945
C 2.266 0.940 0.550
C 2.938 2.219 0.020
P -2.448 -4.095 -1.486
S -1.989 -5.939 -2.008
B 0.666 -4.057 -2.964
O 1.260 -5.109 -2.279
O 0.819 -4.007 -4.353
P -1.590 -1.684 -4.161
O -0.356 -1.280 -5.228
I -2.649 -3.644 -5.261
H 1.566 1.137 -2.249
H 0.462 0.535 -3.606
H 2.208 -1.280 -1.944
H 0.245 -4.226 0.024
H -0.288 -2.821 0.918
H 1.965 -3.189 1.439
H 1.957 -1.731 0.467
H -2.401 -1.445 -0.228
H -2.491 -0.558 -1.723
H -1.939 0.743 0.408
H -0.969 1.113 -0.973
H 2.692 0.694 1.529
H 2.548 0.104 -0.094
H 3.022 2.190 -1.068
H 3.962 2.297 0.399
H 2.400 3.100 0.363
H -3.642 -3.589 -2.056
H -2.724 -4.080 -0.095
H 2.218 -5.077 -2.369
H 1.702 -3.733 -4.608
H -0.753 -0.638 -5.819
C 0.417 -7.267 -5.483
C -0.371 -8.482 -5.027
O -0.396 -8.586 -3.610
H 1.441 -7.316 -5.107
H 0.444 -7.202 -6.574
H -0.025 -6.349 -5.092
H 0.083 -9.402 -5.402
H -1.399 -8.430 -5.404
H -0.810 -7.775 -3.285
C 7.412 2.354 -1.174
C 7.697 2.741 0.266
O 7.068 1.832 1.165
H 6.336 2.347 -1.356
H 7.882 3.051 -1.871
H 7.782 1.351 -1.382
H 7.306 3.736 0.479
H 8.776 2.747 0.457
H 7.420 0.956 0.982
C -2.092 3.568 4.558
C -2.793 2.461 3.792
O -2.426 2.464 2.415
H -2.334 4.541 4.127
H -2.388 3.567 5.608
H -1.007 3.447 4.502
H -3.873 2.595 3.836
H -2.555 1.485 4.225
H -1.470 2.333 2.358
C -6.188 2.268 0.126
C -4.802 1.744 -0.209
O -4.814 0.931 -1.377
H -6.879 1.438 0.279
H -6.167 2.881 1.029
H -6.581 2.874 -0.695
H -4.421 1.130 0.604
H -4.105 2.575 -0.364
H -5.133 1.463 -2.110
C -1.347 6.505 1.525
C -0.903 5.929 0.194
O 0.340 5.251 0.304
H -0.598 7.199 1.910
H -2.298 7.034 1.428
H -1.466 5.712 2.266
H -0.766 6.722 -0.542
H -1.658 5.232 -0.187
H 0.220 4.536 0.940
C 5.335 -7.435 -0.870
C 4.189 -6.551 -1.328
O 3.847 -6.800 -2.687
H 6.214 -7.274 -1.497
H 5.601 -7.229 0.169
H 5.065 -8.491 -0.954
H 4.471 -5.500 -1.261
H 3.306 -6.710 -0.701
H 3.571 -7.717 -2.760
C -6.760 2.498 7.092
C -6.312 1.899 5.771
O -5.081 1.194 5.902
H -5.998 3.175 7.479
H -7.694 3.049 6.978
H -6.911 1.714 7.839
H -6.145 2.684 5.035
H -7.078 1.220 5.381
H -5.213 0.488 6.540
C 5.880 -2.663 -1.739
C 6.863 -2.686 -0.588
O 6.784 -1.485 0.180
H 6.070 -1.808 -2.390
H 5.945 -3.577 -2.332
H 4.858 -2.566 -1.364
H 7.888 -2.764 -0.950
H 6.666 -3.543 0.066
H 5.883 -1.417 0.513
C -4.418 9.075 2.164
C -5.350 7.952 2.581
O -5.574 7.950 3.990
H -3.461 8.983 2.677
H -4.242 9.057 1.087
H -4.840 10.047 2.431
H -4.920 6.983 2.332
H -6.312 8.042 2.065
H -5.966 8.794 4.225
```